No. 1
C8H15N | the ωB97M-V functional and the def2-TZVPD basis

The geometry in ORCA input format:
```
! RIJCOSX wB97M-V def2-TZVPD def2/J DEFGRID3
* xyz 0 1
C -1.73 0.56 -0.41
C -0.83 1.74 0.12
C 0.72 1.69 -0.30
C 1.61 0.49 0.21
C 0.77 -0.28 1.13
C 0.47 -1.01 -0.15
C 1.88 -0.77 -0.61
C -1.76 -0.84 0.22
H -1.85 0.59 -1.52
H -2.82 0.82 -0.18
H -1.28 2.70 -0.21
H -1.05 1.69 1.27
H 1.09 2.66 -0.16
H 0.68 1.43 -1.41
H 2.49 0.87 0.61
H 0.04 0.27 1.79
H 1.30 -1.03 1.74
H 0.03 -0.29 -0.90
H 2.69 -1.43 -0.22
H 2.02 -0.72 -1.71
H -0.94 -2.31 -1.03
H -1.75 -0.76 1.31
H -2.71 -1.31 0.05
N -0.67 -1.81 -0.10
*
```

* M: 125.21 Da
* E_LUMO: 1.1 eV
* calculated total energy: -368.4131 hartree
* relative energy (zero: lowest compared OMol25 entry of this formula, charge and spin): 419.1 kJ/mol

***

No. 2
C8H15N | the ωB97M-V functional and the def2-TZVPD basis

The geometry in ORCA input format:
```
! RIJCOSX wB97M-V def2-TZVPD def2/J DEFGRID3
* xyz 0 1
C -2.84 0.06 0.23
C -1.42 0.47 -0.30
C -0.12 0.69 0.38
C 0.68 1.84 -0.17
C 1.02 -0.06 1.23
C 2.06 -0.50 0.19
C 1.23 -0.42 -1.06
C -0.14 -0.52 -0.47
H -2.72 -0.36 1.23
H -3.19 -0.51 -0.57
H -3.61 0.96 0.27
H -1.65 1.28 -1.15
H 1.71 1.37 -0.24
H 0.88 2.63 0.82
H 0.22 2.23 -1.14
H 1.34 0.54 2.09
H 0.64 -0.96 1.61
H 2.92 0.14 0.26
H 2.54 -1.46 0.47
H 1.49 0.28 -1.80
H 1.29 -1.42 -1.44
H 0.03 -2.71 -0.62
H -1.86 -1.85 0.01
N -0.52 -1.72 0.18
*
```

* M: 125.21 Da
* E_LUMO: 0.7 eV
* calculated total energy: -368.2334 hartree
* relative energy (zero: lowest compared OMol25 entry of this formula, charge and spin): 891.0 kJ/mol

***

No. 3
C8H15N | the ωB97M-V functional and the def2-TZVPD basis

The geometry in ORCA input format:
```
! RIJCOSX wB97M-V def2-TZVPD def2/J DEFGRID3
* xyz 0 1
C 1.55 -0.32 2.25
C 0.37 -0.61 1.37
C -0.47 0.31 0.49
C -2.01 -0.04 0.59
C -0.38 1.43 -0.50
C -0.50 0.63 -1.85
C -0.27 -0.88 -1.49
C 0.51 -0.68 -0.17
N 1.79 -0.08 -0.50
H 2.11 0.52 1.82
H 2.21 -1.16 2.25
H 1.20 -0.21 3.31
H -0.30 -1.34 1.79
H -2.56 0.06 -0.38
H -2.40 0.77 1.32
H -2.17 -1.03 1.00
H -1.22 2.12 -0.42
H 0.54 2.02 -0.35
H -1.53 0.78 -2.28
H 0.19 1.00 -2.63
H -1.21 -1.35 -1.34
H 0.27 -1.44 -2.23
H 1.80 0.38 -1.50
H 2.49 -0.88 -0.56
*
```

* M: 125.21 Da
* E_LUMO: 1.0 eV
* calculated total energy: -368.4468 hartree
* relative energy (zero: lowest compared OMol25 entry of this formula, charge and spin): 330.6 kJ/mol

***

No. 4
C8H15N2 | the ωB97M-V functional and the def2-TZVPD basis

The geometry in ORCA input format:
```
! RIJCOSX wB97M-V def2-TZVPD def2/J DEFGRID3
* xyz 1 1
C -2.86 0.80 -1.46
C -1.99 0.59 -0.47
N -1.68 -0.84 -0.23
C -1.24 1.65 0.37
C 0.16 1.13 0.95
N 0.73 0.06 0.26
C 1.63 0.36 -0.84
C 2.43 -0.94 -0.49
C 1.61 -1.04 0.71
C 1.71 -2.14 1.56
H -3.06 1.70 -1.89
H -3.52 0.04 -1.84
H -2.03 -1.24 0.63
H -2.15 -1.31 -1.05
H -1.80 1.87 1.30
H -1.24 2.51 -0.19
H 0.83 2.08 1.00
H 0.13 0.87 2.01
H -0.15 -0.43 0.19
H 2.21 1.32 -0.78
H 1.05 0.42 -1.80
H 2.16 -1.70 -1.13
H 3.49 -0.79 -0.43
H 2.48 -2.81 1.12
H 1.11 -2.18 2.50
*
```

* M: 139.22 Da
* E_LUMO: -2.9 eV
* calculated total energy: -422.9440 hartree
* relative energy (zero: lowest compared OMol25 entry of this formula, charge and spin): 394.6 kJ/mol

***

No. 5
C8H15N2O | the ωB97M-V functional and the def2-TZVPD basis

The geometry in ORCA input format:
```
! RIJCOSX wB97M-V def2-TZVPD def2/J DEFGRID3
* xyz -1 1
C 0.34 0.25 1.72
C 0.63 -1.15 1.38
C 1.41 1.60 0.10
C -1.40 -1.65 -0.08
C 1.82 0.75 -1.08
C 1.79 3.01 -0.09
C -2.01 -2.26 -1.34
C -2.25 -0.90 0.91
N 0.81 1.42 1.25
N -0.12 -1.87 0.21
O 0.64 -2.61 -0.56
H -0.17 0.34 2.73
H 1.61 -1.22 1.10
H 0.32 -1.83 2.15
H 2.73 0.46 -0.83
H 1.75 1.36 -2.02
H 1.12 -0.04 -1.37
H 2.94 3.13 -0.43
H 1.60 3.60 0.92
H 1.34 3.69 -0.96
H -1.11 -2.91 -1.72
H -2.39 -1.63 -2.12
H -2.99 -2.64 -1.01
H -2.42 -1.50 1.75
H -3.28 -0.63 0.63
H -1.94 0.05 1.39
*
```

* M: 155.22 Da
* E_LUMO: 3.6 eV
* calculated total energy: -498.3919 hartree
* relative energy (zero: lowest compared OMol25 entry of this formula, charge and spin): 366.2 kJ/mol

***

No. 6
C8H15N2O | the ωB97M-V functional and the def2-TZVPD basis

The geometry in ORCA input format:
```
! RIJCOSX wB97M-V def2-TZVPD def2/J DEFGRID3
* xyz 1 1
C 2.41 -0.18 0.25
C -2.09 0.18 1.22
C -2.69 0.45 -0.13
C 0.86 0.05 -1.43
C -1.34 -0.26 -0.08
C -0.22 0.49 -0.52
C -1.31 -1.77 -0.30
C 0.01 1.92 -0.04
N 1.44 -0.74 0.90
N 3.72 -0.15 0.57
O 2.16 0.39 -1.00
H -1.91 0.89 1.98
H -2.47 -0.84 1.54
H -3.71 0.09 -0.38
H -2.35 1.40 -0.60
H 0.84 -1.05 -1.58
H 0.56 0.61 -2.42
H -0.51 -2.24 0.22
H -1.26 -1.87 -1.43
H -2.35 -2.20 0.09
H 0.69 2.23 -0.75
H 0.39 1.87 0.99
H -0.74 2.67 -0.04
H 1.53 -1.34 1.66
H 3.99 -0.52 1.41
H 4.34 -0.07 -0.14
*
```

* M: 155.22 Da
* E_LUMO: -5.1 eV
* calculated total energy: -498.2178 hartree
* relative energy (zero: lowest compared OMol25 entry of this formula, charge and spin): 394.9 kJ/mol

***

No. 7
C8H15N2O | the ωB97M-V functional and the def2-TZVPD basis

The geometry in ORCA input format:
```
! RIJCOSX wB97M-V def2-TZVPD def2/J DEFGRID3
* xyz 1 1
C 1.71 -1.51 -1.87
C 2.40 -0.42 -1.38
C 2.36 0.04 -0.03
C 1.34 0.01 0.89
O 1.42 0.38 2.23
N 0.02 -0.43 0.54
C -1.00 0.32 0.34
C -2.28 -0.40 0.21
C -2.18 -1.69 -0.65
N -1.17 1.62 0.47
C -0.12 2.59 0.78
H 1.68 -1.79 -2.85
H 1.25 -2.17 -1.25
H 2.95 0.32 -2.07
H 3.38 0.33 0.31
H 2.35 0.17 2.44
H -0.20 -1.39 0.77
H -2.56 -0.70 1.26
H -3.14 0.32 -0.03
H -1.70 -1.37 -1.60
H -3.32 -2.01 -0.75
H -1.65 -2.61 -0.09
H -1.96 1.87 -0.12
H -0.67 3.38 1.22
H 0.69 2.12 1.34
H 0.41 3.00 -0.11
*
```

* M: 155.22 Da
* E_LUMO: -3.1 eV
* calculated total energy: -498.2607 hartree
* relative energy (zero: lowest compared OMol25 entry of this formula, charge and spin): 282.2 kJ/mol

***

No. 8
C8H15N2O2 | the ωB97M-V functional and the def2-TZVPD basis

The geometry in ORCA input format:
```
! RIJCOSX wB97M-V def2-TZVPD def2/J DEFGRID3
* xyz 1 1
C -1.62 -0.03 1.95
O -1.54 -0.86 0.74
C -0.85 -0.24 -0.31
C -0.79 -1.35 -1.38
C -1.49 1.04 -0.97
N -0.70 1.42 -2.28
C 0.88 0.21 0.12
O 1.46 1.13 -0.70
C 2.73 1.12 -0.20
N 2.90 0.26 0.76
C 1.69 -0.37 1.00
C 1.57 -1.36 2.04
H -2.06 -0.73 2.64
H -2.26 0.78 1.90
H -0.60 0.45 2.20
H -1.28 -2.24 -0.89
H 0.36 -1.60 -1.59
H -1.39 -1.06 -2.34
H -2.58 0.84 -1.21
H -1.36 1.87 -0.17
H -0.70 0.36 -2.57
H 0.36 1.65 -2.00
H -1.21 2.00 -2.95
H 3.54 1.62 -0.71
H 2.11 -2.26 1.75
H 2.29 -1.08 2.90
H 0.56 -1.54 2.27
*
```

* M: 171.22 Da
* E_LUMO: -3.2 eV
* calculated total energy: -573.4496 hartree
* relative energy (zero: lowest compared OMol25 entry of this formula, charge and spin): 227.8 kJ/mol

***

No. 9
C8H15N2O3P | the ωB97M-V functional and the def2-TZVPD basis

The geometry in ORCA input format:
```
! RIJCOSX wB97M-V def2-TZVPD def2/J DEFGRID3
* xyz 0 1
C -2.59 0.46 -2.41
C -1.85 0.91 -1.41
C -2.02 0.48 -0.01
C -1.45 1.27 1.13
C -0.87 -0.07 0.79
N -1.20 -1.15 1.68
C 0.51 -0.13 0.17
N 1.55 -0.17 1.19
C 2.84 0.29 0.72
P 0.57 -1.76 -0.75
O -0.70 -2.30 -1.24
O 1.29 -2.74 0.29
C 1.78 -1.67 -2.19
O 2.94 -1.39 -2.12
H -2.44 0.80 -3.42
H -3.37 -0.26 -2.25
H -1.08 1.64 -1.60
H -2.96 -0.03 0.18
H -0.87 2.15 0.89
H -2.03 1.35 2.03
H -1.41 -1.99 1.15
H -0.44 -1.35 2.32
H 0.65 0.70 -0.53
H 1.25 0.40 1.98
H 3.18 -0.34 -0.10
H 2.82 1.33 0.36
H 3.56 0.23 1.54
H 1.88 -2.24 0.87
H 1.29 -1.96 -3.13
*
```

* M: 218.19 Da
* E_LUMO: 0.1 eV
* calculated total energy: -990.4066 hartree
* relative energy (zero: lowest compared OMol25 entry of this formula, charge and spin): 107.1 kJ/mol

***

No. 10
C8H15N2OS | the ωB97M-V functional and the def2-TZVPD basis

The geometry in ORCA input format:
```
! RIJCOSX wB97M-V def2-TZVPD def2/J DEFGRID3
* xyz 1 1
C -1.26 0.89 -0.72
C -0.76 0.00 0.46
C -1.59 0.07 1.72
N -0.55 -1.52 0.06
C 0.43 -1.63 -1.00
C 1.79 -1.07 -0.75
N 1.67 0.29 -0.26
C 2.25 1.41 -0.81
O 2.86 1.55 -1.84
C 2.13 2.57 0.17
S 0.88 2.19 1.43
C 0.68 0.45 0.82
H -0.63 0.93 -1.60
H -1.42 1.81 -0.25
H -2.19 0.42 -1.04
H -1.74 -0.82 2.30
H -2.60 0.51 1.54
H -1.20 0.75 2.38
H -1.38 -2.10 -0.06
H -0.05 -1.76 1.02
H 0.03 -1.35 -1.97
H 0.50 -2.75 -1.18
H 2.17 -1.67 0.10
H 2.49 -1.08 -1.62
H 3.11 2.71 0.70
H 1.84 3.43 -0.33
H 1.02 -0.24 1.65
*
```

* M: 187.29 Da
* E_LUMO: -3.4 eV
* calculated total energy: -896.5098 hartree
* relative energy (zero: lowest compared OMol25 entry of this formula, charge and spin): 182.6 kJ/mol

***

No. 11
C8H15N3O5 | the ωB97M-V functional and the def2-TZVPD basis

The geometry in ORCA input format:
```
! RIJCOSX wB97M-V def2-TZVPD def2/J DEFGRID3
* xyz 0 1
N -2.84 2.74 -1.12
C -2.73 1.88 -0.02
O -3.18 2.15 1.08
C -2.03 0.58 -0.30
C -1.61 -0.15 0.98
C -0.85 -1.46 0.76
N 0.41 -1.24 0.17
C 1.43 -0.66 0.88
O 1.19 -0.24 1.99
C 2.75 -0.44 0.14
N 2.52 -0.72 -1.28
C 3.12 1.03 0.43
O 4.27 1.32 -0.33
C -1.55 -2.36 -0.17
O -1.18 -2.56 -1.30
O -2.74 -2.71 0.34
H -2.41 2.53 -2.02
H -3.54 3.51 -1.06
H -1.16 0.83 -0.91
H -2.72 -0.01 -0.90
H -0.91 0.44 1.49
H -2.50 -0.36 1.67
H -0.74 -2.00 1.71
H 0.55 -1.58 -0.75
H 3.51 -1.13 0.52
H 3.40 -1.15 -1.67
H 2.35 0.20 -1.76
H 2.32 1.74 0.17
H 3.26 1.06 1.52
H 4.66 2.16 -0.04
H -3.07 -3.42 -0.20
*
```

* M: 233.22 Da
* E_LUMO: 0.6 eV
* calculated total energy: -854.3584 hartree
* relative energy (zero: lowest compared OMol25 entry of this formula, charge and spin): 37.4 kJ/mol

***

No. 12
C8H15O2 | the ωB97M-V functional and the def2-TZVPD basis

The geometry in ORCA input format:
```
! RIJCOSX wB97M-V def2-TZVPD def2/J DEFGRID3
* xyz -1 1
C 0.08 -1.62 1.55
C -1.06 -0.64 1.26
C 1.08 -1.66 0.40
C -1.76 -1.00 -0.05
C 0.38 -2.01 -0.92
C -0.76 -1.04 -1.21
H -0.34 -2.63 1.70
H 0.60 -1.33 2.49
H -0.65 0.38 1.18
H -1.79 -0.65 2.09
H 1.89 -2.39 0.61
H 1.55 -0.66 0.29
H -2.56 -0.27 -0.27
H -2.23 -2.00 0.05
H -0.03 -3.04 -0.84
H 1.11 -2.01 -1.75
H -1.27 -1.33 -2.15
H -0.34 -0.03 -1.36
O 2.12 2.37 -1.28
O 1.85 2.73 0.95
C 1.57 2.89 -0.27
C 0.36 3.82 -0.57
H -0.56 3.21 -0.58
H 0.26 4.60 0.21
H 0.48 4.31 -1.55
*
```

* M: 143.21 Da
* E_LUMO: 3.5 eV
* calculated total energy: -464.3741 hartree
* relative energy (zero: lowest compared OMol25 entry of this formula, charge and spin): 5.5 kJ/mol

***

No. 13
C8H15O2P | the ωB97M-V functional and the def2-TZVPD basis

The geometry in ORCA input format:
```
! RIJCOSX wB97M-V def2-TZVPD def2/J DEFGRID3
* xyz 0 1
C -2.37 0.86 1.71
P -0.65 0.93 1.87
C -0.03 1.65 0.23
C 1.55 1.55 0.25
C -0.56 0.92 -0.92
C -0.44 3.18 0.12
H -2.87 1.18 0.86
H -2.99 0.66 2.64
H 2.03 1.95 1.10
H 1.85 2.20 -0.59
H 1.68 0.43 0.14
H -0.77 1.53 -1.76
H -1.46 0.39 -0.81
H 0.11 0.07 -1.38
H 0.04 3.71 1.03
H -0.29 3.41 -0.97
H -1.52 3.47 0.18
O 4.46 -1.83 -1.33
C 3.66 -2.56 -0.96
O 2.91 -3.30 -0.53
C -0.82 -4.03 -0.12
C -0.60 -2.80 -0.01
H -1.88 -4.40 -0.16
H -0.02 -4.64 -0.48
H 0.43 -2.48 -0.18
H -1.46 -2.07 0.07
*
```

* M: 174.18 Da
* E_LUMO: 0.1 eV
* calculated total energy: -805.5472 hartree
* relative energy (zero: lowest compared OMol25 entry of this formula, charge and spin): 399.2 kJ/mol

***

No. 14
C8H16Ag2BBr8F4 | the ωB97M-V functional and the def2-TZVPD basis

The geometry in ORCA input format:
```
! RIJCOSX wB97M-V def2-TZVPD def2/J DEFGRID3
* xyz 1 1
Ag 1.59 -1.26 -4.32
Ag 1.68 2.28 -4.43
B 1.17 0.66 -1.91
F 0.55 1.40 -1.00
F 0.35 0.94 -3.02
F 2.39 1.20 -2.28
F 1.25 -0.68 -1.63
Br -1.35 0.69 3.06
C -1.28 2.13 1.66
C -1.25 3.51 2.25
Br 0.62 3.78 3.06
H -2.10 1.99 0.96
H -0.34 1.95 1.13
H -1.95 3.74 3.05
H -1.39 4.29 1.50
Br -1.38 -2.78 1.65
C -0.05 -3.57 0.39
C 0.68 -4.56 1.19
Br 1.55 -5.77 -0.17
H 0.51 -2.87 -0.23
H -0.64 -4.11 -0.35
H -0.06 -5.22 1.64
H 1.53 -4.26 1.79
Br 3.88 1.64 2.42
C 2.11 0.63 2.42
C 1.96 -0.27 1.15
Br 2.91 -2.03 1.37
H 1.38 1.43 2.51
H 2.00 0.15 3.38
H 2.41 0.08 0.22
H 0.91 -0.49 0.93
Br -3.20 -0.40 -0.28
C -2.37 -0.01 -2.03
C -2.47 1.46 -2.49
Br -2.31 1.43 -4.47
H -2.76 -0.76 -2.72
H -1.32 -0.31 -2.08
H -1.73 2.13 -2.04
H -3.47 1.83 -2.27
*
```

* M: 1053.99 Da
* E_LUMO: -7.3 eV
* calculated total energy: -21624.6282 hartree
* relative energy (zero: lowest compared OMol25 entry of this formula, charge and spin): 151.0 kJ/mol

***

No. 15
C8H16AsCdNOS8 | the ωB97M-V functional and the def2-TZVPD basis

The geometry in ORCA input format:
```
! RIJCOSX wB97M-V def2-TZVPD def2/J DEFGRID3
* xyz 0 1
Cd 0.95 0.48 -1.45
C -1.93 2.50 0.12
C -2.42 1.09 0.45
S -1.76 -0.07 -0.81
C -1.84 -1.60 0.15
C -0.88 -2.70 -0.31
S 0.85 -2.26 -0.32
C 1.10 -2.12 1.47
C 2.29 -1.20 1.78
S 2.06 0.54 1.34
C 0.57 0.91 2.31
C 0.18 2.36 2.04
S -0.15 2.78 0.29
H -2.47 3.23 0.72
H -2.09 2.71 -0.93
H -3.52 1.05 0.40
H -2.11 0.79 1.45
H -2.87 -2.00 0.07
H -1.64 -1.34 1.18
H -1.09 -2.97 -1.34
H -0.99 -3.58 0.31
H 1.31 -3.10 1.90
H 0.19 -1.76 1.92
H 3.15 -1.50 1.17
H 2.56 -1.25 2.84
H 0.80 0.75 3.36
H -0.26 0.27 2.03
H 1.00 3.02 2.32
H -0.70 2.64 2.63
S 3.39 1.73 -5.75
As 2.32 1.10 -4.11
S 3.24 -0.08 -2.55
S 0.71 -0.48 -4.85
S 1.00 2.46 -3.10
O -0.94 -1.60 -3.32
N -0.01 -0.79 -3.39
*
```

* M: 586.09 Da
* E_LUMO: -0.3 eV
* calculated total energy: -6033.4411 hartree
* relative energy (zero: lowest compared OMol25 entry of this formula, charge and spin): 0.7 kJ/mol

***

No. 16
C8H16AsCsF6O4S2 | the ωB97M-V functional and the def2-TZVPD basis

The geometry in ORCA input format:
```
! RIJCOSX wB97M-V def2-TZVPD def2/J DEFGRID3
* xyz 0 1
Cs -2.37 1.16 1.24
As -2.99 -2.16 3.50
F -1.91 -0.90 2.91
F -1.61 -3.25 3.53
F -4.05 -3.34 4.15
F -4.35 -1.03 3.45
F -3.28 -2.62 1.84
F -2.62 -1.60 5.11
C 0.25 1.11 -3.97
C -1.20 1.28 -4.48
C -1.77 2.59 -3.96
S -1.01 2.78 -2.33
O -2.04 2.56 -1.31
O -0.25 4.02 -2.36
C 0.11 1.35 -2.46
H 0.83 1.89 -4.46
H 0.72 0.14 -4.09
H -1.77 0.41 -4.16
H -1.26 1.27 -5.57
H -2.84 2.44 -3.85
H -1.46 3.52 -4.43
H -0.45 0.53 -1.99
H 1.02 1.44 -1.88
C 3.37 -0.51 2.37
C 2.29 -1.45 2.84
C 1.65 -2.11 1.63
S 1.52 -0.78 0.43
O 0.19 -0.23 0.57
O 1.99 -1.19 -0.89
C 2.74 0.32 1.24
H 4.22 -1.05 1.94
H 3.57 0.16 3.21
H 1.57 -1.02 3.55
H 2.79 -2.21 3.45
H 0.68 -2.59 1.78
H 2.33 -2.87 1.24
H 2.06 1.05 1.69
H 3.35 0.89 0.54
*
```

* M: 562.16 Da
* E_LUMO: -0.3 eV
* calculated total energy: -4267.0207 hartree
* relative energy (zero: lowest compared OMol25 entry of this formula, charge and spin): 11.8 kJ/mol

***

No. 17
C8H16BBr6Na3O6 | the ωB97M-V functional and the def2-TZVPD basis

The geometry in ORCA input format:
```
! RIJCOSX wB97M-V def2-TZVPD def2/J DEFGRID3
* xyz -2 1
Na -2.60 -1.18 -1.78
Na 1.14 2.00 -2.26
Na 0.82 -1.60 -2.86
C 0.76 0.64 -4.86
O 1.88 0.25 -4.26
O 0.26 0.00 -5.82
O 0.12 1.68 -4.34
C -2.36 -2.13 -4.37
O -1.43 -2.40 -3.44
O -2.48 -2.79 -5.42
O -3.19 -1.17 -4.04
B -0.19 -0.01 -1.18
H 0.98 0.16 -1.22
H -0.39 -1.09 -0.77
H -0.63 0.82 -0.37
H -0.67 0.09 -2.22
Br 1.07 2.85 0.87
C 1.01 3.11 2.79
C 2.01 4.14 3.22
Br 2.02 4.25 5.17
H 1.21 2.14 3.24
H 0.00 3.43 3.02
H 1.82 5.13 2.81
H 3.02 3.90 2.92
Br 0.35 -3.89 -0.62
C 1.80 -2.88 0.18
C 1.25 -2.11 1.33
Br 2.70 -1.19 2.24
H 2.19 -2.20 -0.56
H 2.57 -3.59 0.47
H 0.67 -2.71 2.04
H 0.60 -1.32 0.96
Br -3.91 -0.53 1.11
C -2.37 -0.93 2.20
C -1.69 0.36 2.55
Br -0.20 -0.05 3.75
H -1.73 -1.60 1.64
H -2.72 -1.47 3.08
H -2.32 1.02 3.13
H -1.32 0.86 1.67
*
```

* M: 767.42 Da
* E_LUMO: 2.9 eV
* calculated total energy: -16721.8210 hartree
* relative energy (zero: lowest compared OMol25 entry of this formula, charge and spin): 0.0 kJ/mol

***

no.,orbital gap (Ha)
1,0.3415
2,0.2990
3,0.3236
4,0.3683
5,0.1876
6,0.3138
7,0.3469
8,0.3465
9,0.3428
10,0.3425
11,0.3640
12,0.2734
13,0.3430
14,0.1620
15,0.2738
16,0.3954
17,0.0943